(1)
The following is a DFT calculation (ωB97M-V/def2-TZVPD) of a single C20H20ClN3O7S molecule in a non-equilibrium geometry.

Calculated values
E_tot ... -2323.449477 Eh
Energy relative to the best compared isomer or geometry (same formula, charge and spin) ... 0.00 kcal per mole
HOMO level ... -7.7 eV
E_LUMO ... -0.30 eV
SMILES string ... Cc1nn([C@@H]2CCS(=O)(=O)C2)c(Cl)c1/C=C/C(=O)OCC(=O)Nc1ccc2c(c1)OCO2
Strongest force on any atom ... 1.3 eV Å⁻¹

Bonds (Å) are listed after each position.
Atoms and positions in Å:
1 C 2.469 1.325 -2.172  C2 1.483, H33 1.089, H34 1.087, H35 1.089
2 C 2.973 0.372 -1.154  C1 1.483, N3 1.316, C14 1.426
3 N 4.206 0.477 -0.707  C2 1.316, N4 1.337
4 N 4.402 -0.497 0.186  N3 1.337, C5 1.445, C12 1.347
5 C 5.660 -0.626 0.886  N4 1.445, C6 1.543, C11 1.520, H36 1.095
6 C 5.750 0.439 1.999  C5 1.543, C7 1.510, H37 1.091, H38 1.091
7 C 6.035 1.766 1.338  C6 1.510, S8 1.821, H39 1.083, H40 1.085
8 S 7.418 1.291 0.252  C7 1.821, O9 1.432, O10 1.437, C11 1.839
9 O 7.473 2.063 -0.953  S8 1.432
10 O 8.617 1.206 1.040  S8 1.437
11 C 6.823 -0.419 -0.071  C5 1.520, S8 1.839, H41 1.084, H42 1.085
12 C 3.287 -1.238 0.331  N4 1.347, Cl13 1.702, C14 1.396
13 Cl 3.201 -2.556 1.404  C12 1.702
14 C 2.310 -0.722 -0.523  C2 1.426, C12 1.396, C15 1.431
15 C 0.985 -1.248 -0.652  C14 1.431, C16 1.342, H43 1.083
16 C 0.012 -0.790 -1.454  C15 1.342, C17 1.459, H44 1.077
17 C -1.318 -1.386 -1.514  C16 1.459, O18 1.217, O19 1.341
18 O -2.207 -0.968 -2.233  C17 1.217
19 O -1.474 -2.440 -0.700  C17 1.341, C20 1.424
20 C -2.703 -3.157 -0.752  O19 1.424, C21 1.543, H45 1.091, H46 1.096
21 C -3.805 -2.534 0.131  C20 1.543, O22 1.210, N23 1.351
22 O -4.210 -3.099 1.122  C21 1.210
23 N -4.235 -1.348 -0.353  C21 1.351, C24 1.399, H47 1.020
24 C -5.194 -0.480 0.177  N23 1.399, C25 1.389, C29 1.404
25 C -5.926 -0.773 1.321  C24 1.389, C26 1.392, H48 1.077
26 C -6.875 0.116 1.817  C25 1.392, C27 1.373, H49 1.076
27 C -7.063 1.293 1.136  C26 1.373, C28 1.396, O32 1.372
28 C -6.328 1.590 -0.014  C27 1.396, C29 1.370, O30 1.369
29 C -5.390 0.726 -0.515  C24 1.404, C28 1.370, H50 1.078
30 O -6.705 2.816 -0.493  C28 1.369, C31 1.412
31 C -7.705 3.283 0.388  O30 1.412, O32 1.410, H51 1.102, H52 1.102
32 O -7.921 2.330 1.405  C27 1.372, C31 1.410
33 H 1.612 1.877 -1.789  C1 1.089
34 H 3.265 2.022 -2.418  C1 1.087
35 H 2.167 0.796 -3.074  C1 1.089
36 H 5.672 -1.628 1.328  C5 1.095
37 H 4.828 0.450 2.581  C6 1.091
38 H 6.583 0.185 2.657  C6 1.091
39 H 6.363 2.537 2.025  C7 1.083
40 H 5.226 2.109 0.701  C7 1.085
41 H 6.519 -0.464 -1.111  C11 1.084
42 H 7.652 -1.091 0.125  C11 1.085
43 H 0.771 -2.103 -0.024  C15 1.083
44 H 0.144 0.056 -2.109  C16 1.077
45 H -2.477 -4.153 -0.369  C20 1.091
46 H -3.055 -3.214 -1.788  C20 1.096
47 H -3.784 -1.016 -1.206  N23 1.020
48 H -5.753 -1.706 1.831  C25 1.077
49 H -7.443 -0.111 2.703  C26 1.076
50 H -4.826 0.961 -1.402  C29 1.078
51 H -7.383 4.236 0.838  C31 1.102
52 H -8.641 3.446 -0.171  C31 1.102

(2)
The following is a DFT calculation (ωB97M-V/def2-TZVPD) of a gas-phase ion, C8H9N4OS (charge +1) in a non-equilibrium geometry.

Calculated values
E_tot ... -1002.281700 Eh
Energy relative to the best compared isomer or geometry (same formula, charge and spin) ... 0.00 kcal per mole
HOMO level ... -13.1 eV
E_LUMO ... -4.94 eV
Strongest force on any atom ... 4.7 eV Å⁻¹
Charge ... +1

Bonds (Å) are listed after each position.
Atoms and positions in Å:
1 C -1.493 0.027 2.097  C2 1.448, N9 1.373, H15 1.081
2 C -0.990 -0.058 0.743  C1 1.448, C3 1.476, C4 1.372
3 C -1.629 1.118 0.123  C2 1.476, N10 1.301, N12 1.420
4 C 0.141 -0.681 0.278  C2 1.372, N11 1.336, O13 1.421
5 C 2.917 -3.052 0.814  C6 1.345, H16 1.021, H17 1.142
6 C 2.349 -1.888 0.449  C5 1.345, O13 1.406, H18 1.135
7 C -1.001 2.979 -1.215  N12 1.300, S14 1.680, H19 1.135
8 C 0.549 -1.108 -1.947  N11 1.271, H20 1.071, H21 1.101
9 N -2.326 1.111 2.221  C1 1.373, N10 1.357
10 N -2.306 1.761 1.030  C3 1.301, N9 1.357
11 N 0.472 -0.309 -0.962  C4 1.336, C8 1.271
12 N -1.340 1.727 -1.126  C3 1.420, C7 1.300, H22 0.998
13 O 1.087 -1.511 0.939  C4 1.421, C6 1.406
14 S -1.416 4.130 -0.066  C7 1.680, H23 1.576
15 H -1.545 -0.798 2.794  C1 1.081
16 H 3.800 -3.365 0.410  C5 1.021
17 H 2.435 -3.708 1.615  C5 1.142
18 H 2.854 -1.162 -0.262  C6 1.135
19 H -0.437 3.339 -2.132  C7 1.135
20 H 0.100 -2.073 -1.831  C8 1.071
21 H 1.048 -0.777 -2.871  C8 1.101
22 H -0.931 1.161 -1.839  N12 0.998
23 H -2.338 3.138 0.739  S14 1.576

(3)
The following is a DFT calculation (ωB97M-V/def2-TZVPD) of a single Cl2H4Si2 molecule in a non-equilibrium geometry.

Calculated values
E_tot ... -1501.796641 Eh
Energy relative to the best compared isomer or geometry (same formula, charge and spin) ... 11.84 kcal per mole
HOMO level ... -10.6 eV
E_LUMO ... 0.02 eV
SMILES string ... [SiH3][SiH](Cl)Cl
Strongest force on any atom ... 2.9 eV Å⁻¹

Bonds (Å) are listed after each position.
Atoms and positions in Å:
1 Si 0.237 0.729 0.831  Si2 2.338, H5 1.498, H6 1.529, H7 1.654
2 Si -0.137 -0.938 -0.765  Si1 2.338, Cl3 2.031, Cl4 2.342, H8 1.479
3 Cl 0.358 -0.217 -2.598  Si2 2.031
4 Cl -2.473 -1.098 -0.706  Si2 2.342
5 H 1.615 1.165 0.439  Si1 1.498
6 H -0.488 2.074 0.899  Si1 1.529
7 H 0.300 0.497 2.468  Si1 1.654
8 H 0.588 -2.212 -0.568  Si2 1.479